9
Properties=species:S:1:pos:R:3:forces:R:3 method="wB97M-V/def2-TZVPD" homo_energy_ev="-7.646 / -11.371" lumo_ev="0.465 / -3.428" de_lowest_kj_mol=74.0 multiplicity=3 mol_weight_g_mol=178.94 homo_lumo_gap_ev="8.11 / 7.94"
C 0.3847 0.4212 -0.3956 -1.408 -6.758 3.333
C 1.7058 -0.2343 -0.0031 -0.588 -0.395 -0.779
O 0.3490 1.4965 -0.9255 -0.339 5.541 -2.834
F 1.9586 -1.3550 -0.7215 -0.272 -0.121 -0.058
F 2.7452 0.5567 -0.1969 0.225 0.807 -0.171
F 1.7067 -0.6039 1.2639 -0.175 -0.332 0.963
Br -4.3526 -0.1366 -0.0723 0.096 0.008 0.087
H -0.6669 -0.1596 -0.1910 2.524 1.254 -0.470
H -3.8305 0.0150 1.2420 -0.063 -0.005 -0.072